Molecular formula: C43H108N10O9
Method: DFT, ωB97M-V with the def2-TZVPD basis set

Results
Multiplicity: 1
Charge: 0
Relative energy (zero: lowest compared OMol25 entry of this formula, charge and spin) in eV: 0.0000
Strongest force on any atom in eV Å⁻¹: 2.23

CARTESIAN COORDINATES (ANGSTROEM)
H (-0.8532, 0.1040, -7.0386)
C (4.5752, -0.8399, -2.3800)
H (-1.3630, 2.8167, -0.2099)
N (-5.0286, 2.9291, -0.6946)
H (6.4143, -3.2183, -6.0479)
H (5.1497, -1.4355, -1.6668)
H (1.9572, 5.2436, 7.3309)
H (-3.7167, 0.2670, 9.1869)
C (-1.8518, -0.7740, 5.0464)
H (4.0125, 5.7481, 4.2438)
O (1.7942, 4.3321, 3.4751)
H (0.0480, -0.0881, -2.5981)
H (2.9558, -0.2344, -5.9656)
C (5.7250, -3.4499, 0.8086)
H (-8.1610, 2.0221, 2.9913)
H (1.7934, 4.8427, -8.2054)
O (2.7143, 1.6848, -8.1771)
H (1.4850, -6.3727, -1.4377)
H (-1.0468, -0.1648, 3.1066)
C (5.5948, -2.5789, -6.3995)
H (-4.4331, -1.8098, 6.6272)
H (-0.8448, -2.5487, 7.1724)
C (1.5705, 3.4941, -5.1809)
H (2.0893, 6.8464, 7.1179)
H (1.2357, 4.5351, -5.0931)
H (-2.5769, -4.0034, 1.4224)
H (6.5576, -1.5827, -4.1267)
H (3.8374, -2.0101, 1.8873)
H (5.9625, -0.0181, -4.2725)
H (-3.6059, -2.0075, 4.4479)
H (6.3301, -4.0790, 0.1417)
H (-0.5160, 2.9394, -5.3324)
H (2.6046, -5.2438, -2.1977)
N (4.2713, -2.8853, -3.6168)
O (-6.7987, 3.4486, 2.5425)
H (-4.4037, 5.1261, 1.0091)
C (2.4429, -5.8746, -1.3113)
H (1.6265, 0.9305, -4.3993)
H (-1.6549, -1.9697, -1.4377)
C (-2.5181, -2.0339, 4.4570)
H (-3.3780, -0.8269, 0.2002)
H (3.4649, -3.5384, 2.3006)
C (4.2283, -3.5193, 0.4318)
H (4.0053, -3.3884, -4.4528)
H (1.4243, -1.1393, -2.9536)
C (1.2360, 0.8952, -6.5183)
H (1.0913, -2.1919, 0.7227)
C (0.5275, -1.0341, -2.3354)
H (-0.9633, 1.0399, 4.3391)
C (-2.8434, -0.4606, 7.4119)
C (0.9288, 3.4979, 2.7133)
C (4.4687, -1.4506, -3.7744)
H (3.8455, 3.7886, -7.7023)
C (-3.4802, 0.6779, 8.2003)
N (2.0738, 1.9611, -6.9847)
H (3.7897, -5.3093, 1.4184)
H (5.6918, -2.5461, -7.4866)
H (-3.1298, -1.7855, -2.0801)
O (-0.4010, 1.0535, -0.4750)
N (1.7027, 6.0067, 6.7140)
C (3.4590, 3.9145, -6.6910)
H (-5.6009, -1.8521, 3.0127)
H (0.1787, 2.7952, -3.7505)
N (0.8533, -4.1010, -4.0888)
C (-5.2193, -1.2167, 2.2114)
H (5.9442, -3.8392, 1.8036)
H (-1.5620, -2.6281, 1.1330)
H (-2.4212, 1.3484, -0.2591)
H (4.1345, 6.4418, 5.8643)
C (-0.0512, -5.1228, -3.7684)
H (1.9774, -2.5744, -0.4750)
C (-3.7663, -1.7035, 7.4823)
H (-2.2517, -2.1781, 3.4087)
H (-4.7108, -0.4046, 2.7552)
H (3.5691, -0.9612, -4.1717)
C (-5.1932, 3.0539, 0.7609)
C (-1.4771, 1.7842, 0.0980)
H (-2.9124, 1.5952, 8.3825)
H (-0.1246, -1.8493, -2.6360)
H (3.4731, -3.0882, -3.0159)
H (1.7063, -0.3464, -0.6097)
H (1.7261, 6.6268, 4.7555)
H (0.1514, -0.2526, 5.5267)
H (2.4093, 3.3829, -4.4954)
H (-4.2554, 4.0894, 2.3949)
C (-2.1283, -3.4153, 0.6232)
C (-3.1596, -2.8596, -0.3624)
C (-6.6396, 3.3065, 1.1491)
H (-0.0282, -1.9356, 5.2079)
O (5.7381, -1.2602, -5.9613)
C (3.6608, 5.6625, 5.2729)
H (2.3415, -0.8070, -7.4602)
C (-4.2113, 4.0935, 1.3040)
H (1.5265, 2.6298, 2.4040)
H (-1.8432, -5.3382, -2.9412)
O (2.5285, -5.2516, -0.0517)
H (-7.0123, 4.2397, 0.6935)
C (0.3820, 2.6063, -4.8069)
H (-8.2409, 3.4407, 4.0570)
N (-2.6818, -0.0686, 6.0163)
N (3.4873, -2.8859, 1.5271)
H (-0.1063, -0.4208, 1.0085)
C (0.8100, 1.1761, -5.0869)
C (-0.3328, -0.3026, -0.0601)
H (-2.4871, 0.8080, 3.5912)
H (0.4155, 4.8582, -7.0906)
H (-4.8496, 2.1102, 1.1970)
H (-0.0350, 0.5566, -4.7720)
H (1.5440, -4.3556, -4.7712)
H (0.3272, 0.3573, -8.3837)
H (-1.4388, -4.0709, 0.0895)
C (3.8744, -5.0049, 0.3651)
H (1.1264, -3.4311, -3.3931)
H (-8.8907, 3.4952, 2.4092)
H (-3.7706, -3.7659, -0.4808)
H (0.2282, 3.0842, 3.4430)
C (2.0181, 3.3832, -6.6522)
H (-1.1431, 0.1267, 8.5083)
H (-3.1553, -2.6145, 7.3984)
H (-0.4943, 1.6611, -7.6139)
N (1.0125, -2.3098, -0.2873)
H (6.0930, -2.4271, 0.7233)
C (1.4319, 4.5565, 4.7952)
H (4.1118, 3.3577, -6.0156)
H (0.5461, 3.6152, -8.2927)
C (1.1358, 4.2158, -7.6006)
H (-1.5173, 1.6480, 1.1880)
H (0.3599, 4.5784, 5.0276)
H (1.7836, 3.7072, 5.4222)
C (-0.5175, -1.0983, 5.7154)
H (-1.1013, -3.7448, -2.6095)
C (-0.5213, -1.5011, 7.1929)
H (3.4806, 4.9617, -6.3862)
H (0.5492, 3.9456, 1.8000)
C (2.1273, 5.7853, 5.3294)
H (-2.1481, -2.8895, 5.0263)
H (1.4230, -1.1712, -5.9715)
C (0.8140, -0.9361, -0.8529)
H (4.1173, -3.0557, -0.5499)
H (-1.3279, -0.6987, -0.2746)
H (3.2302, -6.6323, -1.4263)
H (-7.2861, 2.5170, 0.7312)
C (-1.6200, 0.2536, 3.9394)
H (-4.3131, -1.8531, 8.4159)
H (4.6330, -5.5665, -0.1759)
N (-1.1093, -4.6600, -3.0238)
H (4.6331, -3.0488, -6.2018)
H (-4.4122, 1.0475, 7.7648)
H (3.8763, 4.6830, 5.7031)
H (-3.2310, 3.7418, 0.9870)
C (-1.5217, -0.8213, 8.1202)
H (0.4907, -1.3952, 7.5780)
O (0.1071, -6.2709, -4.1604)
H (3.6453, 1.5627, -7.9540)
H (4.7743, 0.2302, -2.3336)
H (-4.9144, -1.5434, -0.3253)
C (2.0177, -0.4195, -6.4949)
C (-0.0119, 0.6955, -7.4012)
C (-8.0729, 3.1159, 3.0349)
C (-3.9926, -1.7424, 0.2390)
H (-5.9732, -0.7824, 1.5532)
N (-2.5251, -2.4564, -1.6136)
O (-3.8991, 0.3393, 5.4455)
H (-5.6783, 2.2318, -1.0354)
H (-5.1513, 3.8363, -1.1258)
H (-3.8508, 1.3035, 5.4307)
O (-4.2668, -2.0497, 1.5807)
C (5.7037, -1.0329, -4.5724)
H (3.5722, -0.8668, -1.9183)
H (-1.7598, -1.4951, 8.9394)

Cartesian forces, eV/Å:
H 0.5 -0.5 0.3
C -1.3 -0.3 1.0
H -0.1 0.1 0.1
N 0.2 -0.1 0.8
H -0.2 0.0 0.3
H 0.6 0.3 -0.4
H 0.1 -0.1 -0.2
H -0.1 0.2 0.0
C -1.0 0.2 -0.4
H 0.2 -0.3 0.1
O -0.1 0.7 -1.2
H 0.1 -0.1 -0.4
H -0.1 -0.1 0.2
C 0.5 -0.4 -1.0
H -0.2 0.0 0.2
H -0.2 0.1 -0.1
O 0.0 0.0 -1.1
H -0.1 0.2 0.2
H -0.3 -0.2 -0.1
C 0.6 -0.3 -0.7
H -0.3 0.5 0.2
H 0.6 -0.1 0.3
C -1.1 1.2 -0.5
H 0.1 0.1 -0.2
H 0.2 0.0 0.3
H -0.3 0.1 -0.1
H -0.2 -0.2 0.0
H 0.4 0.0 -0.4
H -0.4 0.4 -1.0
H 0.0 0.1 0.3
H 0.0 0.3 -0.1
H 0.0 -0.3 -0.3
H -0.2 0.5 0.4
N -0.2 -0.8 0.2
O 0.5 0.2 0.6
H 0.0 -0.1 -0.4
C 0.5 -0.6 -0.7
H 0.1 0.1 -0.1
H -0.1 -0.1 0.2
C 0.3 -0.3 0.0
H -0.1 0.1 -0.1
H -0.1 0.1 0.1
C 1.7 -0.3 1.2
H 0.4 0.3 -0.3
H 0.1 0.1 0.1
C -1.2 -0.8 -0.1
H -0.2 -0.3 0.0
C 0.2 1.0 -0.2
H -0.1 -0.1 0.1
C -1.1 -0.8 0.1
C 1.2 -1.2 1.2
C -0.6 1.0 0.2
H 0.1 0.4 0.0
C -0.8 0.3 0.5
N 0.9 0.3 1.3
H 0.8 -0.3 -0.1
H 0.0 0.1 0.0
H 0.1 -0.1 -0.2
O 0.5 0.4 0.5
N -0.8 -0.3 0.1
C -0.1 -0.2 -0.2
H -0.7 0.2 -0.2
H -0.1 -0.4 0.1
N -0.1 -0.3 -0.3
C 1.0 -0.1 1.1
H -0.4 0.2 0.2
H 0.1 0.0 -0.2
H -0.1 0.4 -0.2
H 0.0 0.0 0.1
C 0.3 0.6 0.3
H -0.2 -0.3 -0.3
C 0.3 -1.1 -0.2
H 0.2 0.0 0.1
H 0.0 0.1 -0.3
H 0.2 -0.1 -0.5
C 0.5 0.3 0.0
C -0.1 -1.3 -0.1
H 0.6 -0.4 -0.3
H -0.2 -0.1 0.3
H 0.3 0.4 0.3
H -0.2 0.4 -0.5
H 0.4 0.1 -0.1
H -0.1 0.1 0.3
H 0.0 -0.4 0.0
H 0.1 -0.1 0.0
C 0.5 0.4 0.3
C 0.2 -1.2 0.8
C -0.7 0.5 -0.2
H -0.2 0.1 -0.3
O -0.7 1.2 0.1
C -0.8 0.0 -0.6
H -0.5 0.1 -0.2
C -0.3 -0.5 0.4
H -0.1 0.1 -0.2
H -0.3 0.3 0.6
O 0.5 0.0 -0.8
H 0.3 0.0 -0.2
C 1.1 0.6 -0.1
H 0.4 0.2 0.0
N 1.4 1.2 0.7
N -1.2 -0.2 -0.4
H -0.2 0.2 0.0
C -0.8 0.2 1.1
C 0.1 0.8 -0.8
H -0.3 -0.6 -0.2
H 0.2 0.1 0.2
H -0.3 -0.1 0.0
H 0.2 -0.5 -0.4
H 0.2 -0.2 0.2
H -0.2 -0.3 0.1
H 0.1 0.2 0.0
C -1.7 0.7 1.2
H -0.1 0.1 0.1
H 0.1 0.3 0.0
H -0.4 0.5 -0.7
H -0.8 0.1 -0.7
C 0.1 -0.8 0.7
H 0.3 -0.2 0.1
H 0.1 0.2 0.0
H 0.2 0.0 0.2
N 0.2 0.8 -0.1
H 0.0 0.0 0.1
C 0.3 -1.0 1.5
H -0.1 -0.1 0.1
H 0.2 -0.2 0.0
C -0.1 0.1 -0.4
H 0.3 0.4 0.0
H -0.1 0.4 -0.6
H 0.0 0.0 -0.1
C 0.8 0.4 -0.1
H -0.7 -0.1 0.0
C -0.9 -0.6 -0.3
H 0.0 0.1 -0.2
H -0.4 0.4 0.3
C 0.3 0.7 0.6
H -0.4 -0.2 -0.1
H 0.1 -0.1 0.0
C -0.3 -1.6 1.0
H -0.4 0.2 0.1
H 0.3 -0.5 0.3
H -0.1 -0.2 0.2
H 0.2 -0.2 0.3
C 1.4 0.7 0.0
H -0.1 0.4 0.0
H -0.2 -0.2 -0.1
N 1.3 -1.3 -0.9
H -0.1 0.1 0.2
H -0.1 -0.4 0.0
H 0.4 0.0 -0.1
H 0.2 0.4 0.0
C 0.1 1.1 -1.1
H 0.0 -0.4 0.1
O -0.5 0.6 0.0
H 0.0 -0.1 0.0
H 0.6 -0.1 -0.3
H 0.0 -0.1 0.0
C 0.6 0.1 0.2
C -0.3 1.2 -1.0
C -0.4 -1.0 -0.8
C 0.6 0.5 0.3
H -0.1 -0.4 -0.1
N -0.5 0.1 -0.1
O -0.4 -0.3 0.0
H -0.1 0.3 -0.4
H -0.3 -0.2 -0.3
H 0.0 -0.1 0.0
O -0.6 -0.1 -0.4
C 1.0 -1.7 1.1
H 0.0 -0.2 -0.2
H 0.0 0.2 0.2